No. 1
DFT (the ωB97M-V functional and the def2-TZVPD basis) results for one molecule with the formula C4H8OS2.

Computed properties:
E = -1028.76544 hartree
SMILES = OC[C@]1(S)C[C@H]1S
Orbital gap = 9.50 eV
Multiplicity = 1
Net charge = 0

Atoms and positions in Å:
O -2.066 1.039 -1.013
C -1.493 -0.223 -0.661
C -0.020 -0.046 -0.295
S 1.051 0.480 -1.620
C 0.674 -1.006 0.712
C 0.390 0.466 1.075
S 1.642 1.715 1.253
H -1.320 1.424 -1.507
H -1.920 -0.734 0.251
H -1.562 -0.960 -1.445
H 1.078 -0.691 -2.329
H 0.142 -1.925 1.029
H 1.715 -1.244 0.506
H -0.482 0.575 1.727
H 2.170 1.131 2.317

---

No. 2
DFT (the ωB97M-V functional and the def2-TZVPD basis) results for one molecule with the formula C4H6O2.

Computed properties:
E = -306.50551 hartree
SMILES = O=C1CCCO1
Orbital gap = 11.14 eV
Multiplicity = 1
Net charge = 0

Atoms and positions in Å:
O 2.321 1.143 -0.510
C 1.233 0.715 -0.241
C 0.773 -0.732 -0.307
C -0.652 -0.720 0.245
C -1.012 0.777 0.259
O 0.217 1.505 0.178
H 0.831 -1.067 -1.347
H 1.471 -1.339 0.275
H -1.347 -1.292 -0.375
H -0.688 -1.138 1.255
H -1.523 1.088 1.173
H -1.623 1.060 -0.605

---

No. 3
DFT (the ωB97M-V functional and the def2-TZVPD basis) results for C30H47F18IN2NbO12 as an isolated structure.

Computed properties:
E = -4335.99232 hartree
Orbital gap = 7.08 eV
Multiplicity = 1
Net charge = -1

Atoms and positions in Å:
N -5.513 -2.067 3.782
C -5.382 -2.089 2.513
C -4.409 -1.364 1.690
Nb -5.108 0.552 0.675
I -4.569 1.844 3.168
C -3.200 1.109 -0.415
C -2.274 -0.030 -0.889
C -2.718 -0.792 -2.140
C -3.383 -2.131 -1.909
N -2.456 -3.085 -1.267
H -4.824 -1.422 4.172
H -6.066 -2.718 1.947
H -3.567 -1.066 2.314
H -4.023 -2.047 0.929
H -6.841 0.090 1.088
H -5.878 2.142 0.166
H -5.550 -0.221 -0.881
H -2.626 1.759 0.240
H -3.477 1.662 -1.310
H -2.032 -0.707 -0.073
H -1.324 0.437 -1.144
H -3.402 -0.159 -2.697
H -1.836 -0.998 -2.742
H -3.656 -2.543 -2.879
H -4.309 -2.028 -1.351
H -2.976 -3.744 -0.703
H -1.874 -2.586 -0.606
C 3.705 4.175 -3.622
C 2.375 3.534 -3.949
O 1.675 3.139 -2.752
C 1.002 4.090 -2.131
O 0.913 5.240 -2.448
C 0.273 3.493 -0.908
F 1.086 2.689 -0.217
F -0.776 2.788 -1.322
F -0.142 4.463 -0.105
H 4.308 3.506 -3.007
H 4.248 4.392 -4.540
H 3.566 5.106 -3.074
H 2.512 2.611 -4.507
H 1.742 4.197 -4.536
C -2.806 -4.480 6.101
C -3.218 -3.381 5.148
O -2.074 -2.842 4.446
C -1.650 -3.512 3.398
O -2.061 -4.548 2.961
C -0.550 -2.686 2.696
F 0.355 -2.217 3.558
F -1.145 -1.664 2.089
F 0.080 -3.411 1.773
H -2.044 -4.120 6.793
H -3.670 -4.813 6.674
H -2.398 -5.335 5.562
H -3.638 -2.533 5.682
H -3.957 -3.718 4.424
C 1.055 8.726 -1.964
C -0.050 9.511 -2.629
O 0.478 10.471 -3.576
C 0.791 10.007 -4.770
O 0.689 8.888 -5.176
C 1.300 11.170 -5.650
F 2.163 11.943 -4.987
F 0.266 11.929 -6.035
F 1.903 10.700 -6.734
H 1.773 9.400 -1.495
H 0.638 8.068 -1.203
H 1.587 8.111 -2.687
H -0.596 10.111 -1.906
H -0.760 8.857 -3.132
C 2.244 -5.823 -0.303
C 1.626 -4.704 -1.108
O 2.630 -3.999 -1.880
C 2.985 -4.548 -3.019
O 2.591 -5.566 -3.508
C 4.018 -3.640 -3.722
F 4.957 -3.214 -2.874
F 3.410 -2.572 -4.247
F 4.618 -4.306 -4.708
H 3.045 -5.440 0.330
H 1.486 -6.283 0.329
H 2.666 -6.590 -0.953
H 1.193 -3.951 -0.456
H 0.842 -5.063 -1.771
C 8.529 -4.983 -6.764
C 7.791 -5.379 -5.504
O 8.713 -5.718 -4.444
C 9.219 -4.703 -3.769
O 9.012 -3.538 -3.933
C 10.140 -5.240 -2.651
F 10.939 -6.208 -3.106
F 9.396 -5.740 -1.658
F 10.893 -4.263 -2.166
H 9.218 -5.772 -7.066
H 7.818 -4.808 -7.570
H 9.106 -4.072 -6.609
H 7.203 -6.279 -5.664
H 7.120 -4.593 -5.167
C -5.928 2.565 7.310
C -5.050 2.636 8.537
O -5.049 1.383 9.261
C -4.227 0.451 8.814
O -3.462 0.520 7.901
C -4.344 -0.802 9.710
F -5.617 -1.107 9.967
F -3.725 -0.576 10.880
F -3.767 -1.844 9.128
H -6.938 2.258 7.584
H -5.976 3.539 6.825
H -5.543 1.847 6.587
H -5.429 3.365 9.249
H -4.026 2.909 8.285

---

Copy entry 2 word for word.
DFT (the ωB97M-V functional and the def2-TZVPD basis) results for one molecule with the formula C4H6O2.

Computed properties:
E = -306.50551 hartree
SMILES = O=C1CCCO1
Orbital gap = 11.14 eV
Multiplicity = 1
Net charge = 0

Atoms and positions in Å:
O 2.321 1.143 -0.510
C 1.233 0.715 -0.241
C 0.773 -0.732 -0.307
C -0.652 -0.720 0.245
C -1.012 0.777 0.259
O 0.217 1.505 0.178
H 0.831 -1.067 -1.347
H 1.471 -1.339 0.275
H -1.347 -1.292 -0.375
H -0.688 -1.138 1.255
H -1.523 1.088 1.173
H -1.623 1.060 -0.605

---

> The highest orbital gap belongs to which entry?

C4H6O2